Entry 1:
Computed, not measured: C19H66F2N7O18S2 as an isolated structure, with the ωB97M-V functional and the def2-TZVPD basis.

## Properties
HOMO energy ... -6.2500 eV
Charge ... -1
E_tot ... -3497.07034 hartree
Orbital gap ... 0.3080 hartree
E_LUMO ... 2.13 eV

Positions of all 114 atoms, in Å:
N -17.693 -2.601 10.834
S -16.670 -2.934 9.708
O -16.105 -4.262 9.872
O -15.813 -1.814 9.438
F -17.529 -3.056 8.349
S -19.090 -3.249 11.011
O -20.093 -2.830 10.077
O -19.451 -3.270 12.420
F -18.855 -4.762 10.754
C -20.103 -4.773 15.584
C -20.129 -5.996 14.781
O -20.603 -5.504 13.510
H -19.371 -4.032 15.250
H -19.734 -4.942 16.531
H -21.129 -4.369 15.668
H -20.660 -6.847 15.269
H -19.035 -6.313 14.759
H -20.251 -4.665 13.241
C -18.689 -2.883 5.676
C -19.909 -3.056 6.561
O -20.640 -4.184 6.172
H -17.990 -2.113 5.966
H -18.991 -2.892 4.619
H -18.192 -3.839 5.968
H -20.607 -2.217 6.446
H -19.724 -3.009 7.585
H -21.263 -4.141 6.890
C -21.864 -6.209 9.768
C -22.694 -5.147 9.052
O -21.816 -4.179 8.461
H -21.311 -6.800 9.032
H -22.500 -6.859 10.378
H -21.138 -5.877 10.535
H -23.522 -4.675 9.602
H -23.306 -5.634 8.284
H -21.187 -3.777 9.118
C -15.144 0.562 11.171
C -14.731 1.869 11.903
O -14.807 2.894 10.984
H -15.179 -0.255 11.923
H -14.493 0.265 10.383
H -16.094 0.752 10.700
H -13.757 1.791 12.331
H -15.380 2.142 12.742
H -15.708 3.245 11.054
C -20.087 -9.442 11.256
C -20.286 -8.314 12.305
O -19.166 -7.447 11.987
H -20.118 -9.099 10.199
H -20.937 -10.080 11.432
H -19.214 -10.035 11.408
H -20.034 -8.610 13.299
H -21.290 -7.786 12.184
H -19.289 -6.544 12.341
C -12.629 -2.533 7.572
O -12.907 -3.745 8.156
N -11.683 -2.327 6.688
N -13.326 -1.443 7.763
H -11.229 -3.211 6.257
H -11.764 -1.546 6.006
H -14.110 -1.606 8.431
H -13.471 -0.666 7.114
C -15.978 -2.813 14.214
O -14.971 -3.111 15.138
N -16.979 -2.135 14.597
N -15.909 -3.012 12.963
H -17.087 -2.063 15.647
H -17.849 -1.877 14.070
H -15.018 -3.341 12.504
H -16.635 -2.656 12.346
C -14.913 -5.806 7.377
O -15.416 -4.611 6.913
N -14.239 -6.607 6.695
N -14.963 -6.273 8.598
H -14.212 -6.326 5.671
H -13.559 -7.270 7.124
H -15.431 -5.534 9.254
H -15.052 -7.294 8.902
C -16.448 0.641 7.817
O -16.618 1.667 6.833
H -17.150 0.859 8.677
H -15.481 0.832 8.285
H -16.685 -0.413 7.445
H -16.872 2.515 7.214
C -23.006 -2.901 12.362
O -23.009 -3.202 13.743
H -22.153 -3.266 11.838
H -22.866 -1.772 12.299
H -24.040 -3.120 12.055
H -22.665 -4.093 13.781
C -15.903 -6.106 12.610
O -17.172 -5.568 12.832
H -15.394 -5.639 11.793
H -15.872 -7.193 12.247
H -15.282 -6.044 13.551
H -17.072 -4.636 12.787
C -20.582 -0.853 14.611
O -19.305 -0.530 14.073
H -21.229 0.004 14.315
H -20.637 -1.207 15.647
H -20.944 -1.665 14.029
H -19.316 -0.527 13.115
C -20.268 0.424 10.877
O -18.988 0.019 11.356
H -20.822 0.702 11.746
H -20.704 -0.468 10.462
H -19.965 1.179 10.164
H -18.754 -0.702 10.719
C -18.688 -5.994 8.003
O -18.743 -7.316 7.627
H -18.086 -5.996 8.853
H -19.668 -5.567 8.065
H -18.255 -5.345 7.250
H -19.415 -7.314 6.942

Forces on atoms 1 to 3 (eV/Å):
N -0.7 0.8 -0.2
S 1.8 -1.6 -3.0
O -1.2 2.6 0.8

Entry 2:
Computed, not measured: one molecule with the formula C4H6F2O2, with the ωB97M-V functional and the def2-TZVPD basis.

## Properties
HOMO energy ... -9.5278 eV
Charge ... 0
ΔE to the lowest compared entry with this formula, charge and spin ... 71.9 kcal per mole
E_tot ... -506.11266 hartree
Orbital gap ... 0.3720 hartree
E_LUMO ... 0.60 eV
SMILES ... O[C@H]1[C@@H](F)[C@@H](O)[C@H]1F

Positions of all 14 atoms, in Å:
C -1.025 0.001 0.483
C -0.119 1.184 0.272
C 1.194 0.030 0.323
C 0.015 -1.041 0.262
H -1.660 -0.314 -1.357
H -1.581 -0.147 1.458
H -0.294 2.108 0.956
H 1.602 0.237 1.454
H 1.993 -0.477 -1.532
H 0.133 -1.901 0.901
O -2.042 0.006 -0.539
O 2.166 0.025 -0.584
F -0.135 1.605 -1.049
F -0.248 -1.316 -1.047

Forces on atoms 1 to 3 (eV/Å):
C -3.5 0.2 0.6
C 2.3 0.6 0.3
C -2.9 1.8 3.8

Entry 3:
Computed, not measured: C36H39N3O6ReS2Sb2SeTe as an isolated structure, with the ωB97M-V functional and the def2-TZVPD basis.

## Properties
HOMO energy (alpha / beta) ... -6.7076 / -7.8115 eV
Charge ... 0
2S+1 ... 4
Expectation value of S² ... 3.82
ΔE to the lowest compared entry with this formula, charge and spin ... 6.8 kcal per mole
E_tot ... -6035.41469 hartree
Orbital gap (alpha / beta) ... 0.2206 / 0.2405 hartree
E_LUMO (alpha / beta) ... -0.71 / -1.27 eV

Positions of all 91 atoms, in Å:
Re 1.073 0.675 -0.959
C -3.046 -0.604 3.786
Sb -2.588 -1.344 1.820
C -2.787 -3.394 2.441
C -4.629 -1.110 1.046
C -5.360 -2.379 0.802
C -6.024 -2.995 1.857
C -6.685 -4.205 1.710
C -6.695 -4.840 0.467
C -6.065 -4.248 -0.601
C -5.390 -3.004 -0.482
C -4.800 -2.437 -1.620
Sb -1.216 -2.791 -1.468
C 0.027 -3.559 0.111
C -0.375 -4.121 -2.923
H -3.823 -1.226 4.227
H -3.398 0.425 3.730
H -2.154 -0.641 4.409
H -3.654 -3.505 3.088
H -1.885 -3.668 2.989
H -2.907 -4.062 1.588
H -4.529 -0.501 0.155
H -5.137 -0.520 1.810
H -6.020 -2.505 2.824
H -7.192 -4.650 2.555
H -7.203 -5.788 0.343
H -6.083 -4.726 -1.573
H -4.273 -1.497 -1.607
H -4.866 -2.953 -2.569
H 0.425 -4.534 -0.167
H -0.508 -3.635 1.052
H 0.849 -2.854 0.244
H -0.285 -3.609 -3.879
H -1.054 -4.965 -3.053
H 0.599 -4.481 -2.595
O -2.344 2.270 -2.775
S -2.104 1.534 -1.567
O -2.151 0.093 -1.615
N -0.698 1.925 -0.860
C -0.389 3.289 -0.783
C -1.236 4.361 -0.953
C -0.796 5.680 -0.727
C 0.477 5.958 -0.318
C 1.391 4.890 -0.164
C 2.725 5.067 0.256
C 3.554 3.987 0.373
C 3.070 2.722 0.018
N 1.828 2.520 -0.387
C 0.959 3.579 -0.437
C -3.346 2.069 -0.418
C -4.621 2.294 -0.922
C -5.628 2.696 -0.060
C -5.353 2.896 1.287
C -4.073 2.681 1.777
C -3.062 2.254 0.927
H -2.257 4.215 -1.271
H -1.503 6.485 -0.873
H 0.802 6.970 -0.122
H 3.076 6.065 0.487
H 4.577 4.086 0.705
H 3.705 1.850 0.063
H -4.810 2.161 -1.978
H -6.626 2.864 -0.441
H -6.138 3.224 1.955
H -3.859 2.850 2.823
H -2.058 2.082 1.293
S 0.803 -1.051 3.434
C 1.015 -0.403 1.990
N 1.158 0.070 0.916
C 4.650 -0.632 -0.104
Te 3.412 -0.414 -1.853
C 3.381 -2.538 -1.675
C 4.753 -2.872 -1.159
C 5.394 -4.068 -1.448
C 6.667 -4.314 -0.956
C 7.307 -3.362 -0.177
C 6.673 -2.161 0.112
C 5.397 -1.913 -0.370
H 3.979 -0.728 0.753
H 5.313 0.215 0.055
H 3.143 -2.967 -2.645
H 2.594 -2.792 -0.962
H 4.899 -4.804 -2.070
H 7.165 -5.245 -1.191
H 8.305 -3.547 0.196
H 7.175 -1.414 0.713
O -0.951 -1.082 -4.239
Se 0.401 -0.718 -3.471
O 1.775 -1.296 -4.084
O 0.342 -1.386 -1.841
O 0.674 0.881 -3.025

Forces on atoms 1 to 3 (eV/Å):
Re -0.9 -0.3 -0.6
C 0.0 0.0 0.0
Sb 0.0 0.0 -0.1

Entry 4:
Computed, not measured: C4H13NO3 as an isolated structure, with the ωB97M-V functional and the def2-TZVPD basis.

## Properties
HOMO energy ... -8.9255 eV
Charge ... 0
ΔE to the lowest compared entry with this formula, charge and spin ... 126.3 kcal per mole
E_tot ... -440.51393 hartree
Orbital gap ... 0.2657 hartree
E_LUMO ... -1.70 eV

Positions of all 21 atoms, in Å:
C 0.504 -0.727 0.931
C 0.206 0.745 0.446
C -0.571 1.410 1.536
O -0.400 0.862 -0.767
N 1.382 -1.563 0.085
C 0.238 -1.673 -0.711
O -2.496 -0.536 -0.180
H 1.065 -0.559 1.916
H -0.410 -1.207 1.307
H 1.242 1.293 0.406
H -0.044 1.462 2.551
H -0.828 2.423 1.241
H -1.525 0.862 1.722
H -1.736 0.050 -0.513
H 2.101 -1.017 -0.341
H -0.319 -2.578 -0.521
H 0.141 -1.293 -1.742
H -3.204 -0.511 -0.866
H 1.966 1.140 -2.840
H 0.879 0.798 -1.648
O 1.810 0.620 -2.011

Forces on atoms 1 to 3 (eV/Å):
C 0.8 2.9 4.0
C 2.3 0.6 0.3
C -0.8 0.0 2.3